i.
ORCA calculation (the ωB97M-V functional and the def2-TZVPD basis) on a molecular structure, C53H54N3P2Ti.

Each line ends with the Löwdin charge.
CARTESIAN COORDINATES (ANGSTROEM)
Ti1 0.60902 1.24584 0.67865  0.818
P1 0.72155 -1.71005 -1.53678  1.100
P2 -0.86050 -0.85806 1.64214  1.076
N1 -0.22749 2.31493 -0.85346  0.032
N2 -1.96690 0.39809 -2.22842  0.179
N3 -0.43534 2.73544 1.83593  0.047
C1 3.80221 -5.16182 -1.94499  -0.078
C2 -1.91264 -1.27614 4.26345  -0.113
C3 2.60100 -0.03201 1.19035  -0.273
C4 0.34971 3.16027 -3.00382  -0.024
C5 0.76849 -0.72446 -4.13166  -0.118
C6 -4.94442 -1.26253 1.51821  -0.067
C7 3.35529 3.17450 -0.50996  -0.013
C8 2.74663 -5.30322 -1.05930  -0.074
C9 -1.75474 1.74343 -4.19368  -0.023
C10 2.96452 -2.99589 -2.56849  -0.110
C11 0.69394 4.55509 -1.12320  -0.045
C12 1.80326 -4.29155 -0.92651  -0.094
C13 -1.37496 1.39594 -2.89627  -0.214
C14 3.44783 0.23377 -1.28518  -0.036
C15 -0.42767 5.12511 1.54408  -0.009
C16 -3.65883 -1.37929 -2.12618  -0.027
C17 -2.92548 -0.29513 -2.85778  -0.309
C18 2.47853 2.19377 1.72943  -0.282
C19 0.16563 -2.90379 5.08514  -0.064
C20 -0.26485 3.82237 1.05801  -0.236
C21 -3.29199 -0.05333 -4.17870  -0.022
C22 -2.64072 -0.54430 1.38643  -0.386
C23 -3.59507 -1.52429 1.67631  -0.106
C24 0.22139 -1.69334 -3.29679  -0.376
C25 2.89335 0.72006 0.01760  -0.274
C26 1.90282 -3.11749 -1.67025  -0.361
C27 -0.84795 -2.69767 -5.21523  -0.071
C28 -0.35139 2.26719 -2.23440  -0.175
C29 -1.11393 1.70704 3.93272  -0.023
C30 3.90355 -4.00459 -2.70551  -0.068
C31 -1.90870 -1.80674 5.54471  -0.059
C32 2.52607 3.45919 2.52763  -0.007
C33 -3.06813 0.69470 0.92375  -0.111
C34 -2.70271 0.98834 -4.85425  -0.041
C35 0.16001 -2.36762 3.80580  -0.111
C36 -5.36108 -0.01510 1.06381  -0.068
C37 0.51930 -0.74401 -5.49819  -0.076
C38 -0.29186 -1.72772 -6.04031  -0.078
C39 -0.86841 2.91466 3.10617  -0.292
C40 -0.87213 -1.53595 3.37046  -0.346
C41 -4.42341 0.95918 0.76309  -0.063
C42 0.09382 3.55381 -0.33013  -0.224
C43 -1.08684 4.17330 3.62642  -0.015
C44 2.91761 -1.48409 1.37593  -0.011
C45 -0.86749 -2.62017 5.96362  -0.068
C46 0.92892 4.31091 -2.43746  -0.053
C47 2.34797 0.88850 2.25466  -0.283
C48 -0.71191 -2.50904 -0.71426  -0.395
C49 2.81593 2.08026 0.35440  -0.277
C50 2.30059 0.54171 3.71043  -0.012
C51 -0.85272 5.29574 2.83727  -0.029
C52 -0.58251 -2.68724 -3.85554  -0.086
C53 -0.59945 -2.48170 0.80439  -0.383
H1 3.05345 -2.10624 -3.18179  0.100
H2 3.62476 -0.83831 -1.27254  0.049
H3 -0.99428 -3.47211 -3.23265  0.102
H4 1.45751 5.02231 -3.05668  0.121
H5 -1.41955 4.26861 4.65015  0.119
H6 1.74620 -0.37393 3.91119  0.058
H7 -2.73058 -1.58652 6.21356  0.111
H8 -1.47485 -3.47345 -5.63575  0.108
H9 -3.53801 -1.27780 -1.05432  0.043
H10 4.44867 3.12741 -0.48752  0.103
H11 0.98781 -4.44593 -0.23386  0.090
H12 3.79899 -1.58198 2.01559  0.104
H13 3.31850 0.39504 4.08438  0.100
H14 -2.98979 1.23178 -5.86889  0.118
H15 2.20691 4.32443 1.94819  0.073
H16 2.64643 -6.20685 -0.47188  0.107
H17 -1.59944 -1.97306 -1.03719  0.032
H18 -4.72237 -1.33746 -2.36129  0.092
H19 0.98044 -2.62308 3.15069  0.076
H20 -3.30008 -2.36477 -2.43558  0.084
H21 2.12259 -2.05275 1.84996  0.034
H22 3.13927 -1.97261 0.42981  0.062
H23 3.04488 3.07823 -1.54857  0.076
H24 -0.81646 -3.54575 -1.04222  0.082
H25 -6.41640 0.19136 0.94169  0.110
H26 4.71494 -3.88780 -3.41220  0.109
H27 -3.28808 -2.49421 2.04889  0.112
H28 1.85302 1.33789 4.30547  0.076
H29 0.38335 -2.82753 1.12464  0.042
H30 -0.86681 -3.03677 6.96201  0.110
H31 3.55113 3.65085 2.85530  0.102
H32 -2.34684 1.45667 0.65769  0.071
H33 0.99961 5.48789 -0.67144  0.117
H34 4.53542 -5.95010 -2.05166  0.107
H35 0.38314 3.03509 -4.07368  0.107
H36 4.40243 0.72658 -1.48578  0.095
H37 -0.27240 5.97202 0.89319  0.114
H38 -5.67244 -2.02892 1.74955  0.111
H39 2.78433 0.44835 -2.12665  0.056
H40 1.90204 3.40808 3.41964  0.078
H41 -4.74080 1.92764 0.39881  0.111
H42 -0.48669 -1.74620 -7.10480  0.107
H43 0.98153 -3.54619 5.38933  0.112
H44 -2.74856 -0.66262 3.96369  0.094
H45 -1.01657 6.28930 3.23349  0.119
H46 3.06638 4.16255 -0.15996  0.073
H47 -1.10873 1.94122 4.99603  0.102
H48 -0.36542 0.94526 3.73320  0.040
H49 -1.34870 2.61162 -4.68396  0.103
H50 -1.31971 -3.17021 1.25321  0.092
H51 -4.05637 -0.66465 -4.63988  0.122
H52 1.39450 0.05490 -3.70874  0.084
H53 -2.09257 1.29592 3.68347  0.078
H54 0.95756 0.01207 -6.13759  0.108

Total charge: +1
HOMO-LUMO gap (alpha / beta) (eV): 5.73 / 5.82

=====

ii.
ORCA calculation (the ωB97M-V functional and the def2-TZVPD basis) on a molecular structure, C53H54N3P2Ti.

Each line ends with the Löwdin charge.
CARTESIAN COORDINATES (ANGSTROEM)
Ti1 -1.00245 1.22246 -0.41670  1.044
P1 0.41552 -1.14360 -1.34938  1.069
P2 1.96781 -1.05201 1.24529  1.107
N1 -1.70560 2.59603 1.14768  0.051
N2 -2.50913 -0.13860 0.12822  0.058
N3 -0.25387 0.56949 1.19635  -0.157
C1 -1.49891 4.69727 2.93807  -0.049
C2 0.58857 2.61297 -1.69002  -0.283
C3 -2.18082 -0.81521 1.27494  -0.195
C4 -0.24686 -4.78420 0.56284  -0.073
C5 4.33360 -2.60505 0.79861  -0.093
C6 0.71656 1.06811 4.20931  -0.172
C7 3.69500 0.47904 4.66602  -0.072
C8 -0.44341 -0.91074 3.08775  0.027
C9 -1.90949 1.45475 -4.18628  -0.014
C10 0.66360 -5.63428 -0.05000  -0.078
C11 -4.49730 -1.46201 -0.02092  -0.007
C12 -1.66743 2.89547 -2.05338  -0.278
C13 -2.71180 4.42629 2.29503  -0.048
C14 -2.98442 -1.82630 1.77048  -0.012
C15 -0.54650 2.76762 1.88606  -0.239
C16 1.12028 1.43866 -3.91590  -0.014
C17 1.40592 1.42156 2.83901  -0.143
C18 0.21665 1.81122 -2.78017  -0.244
C19 -0.56070 3.32937 -1.26509  -0.313
C20 0.27432 -2.40770 -5.32387  -0.064
C21 1.38056 -3.81132 -1.45380  -0.091
C22 -0.92216 -0.41712 1.93713  -0.264
C23 2.22495 -0.68350 -1.44554  -0.347
C24 -0.32096 -3.45127 0.18179  -0.102
C25 -4.07083 0.26377 -1.74262  -0.024
C26 4.78091 -4.63438 2.01811  -0.081
C27 0.32053 1.66204 1.83715  -0.216
C28 -2.92636 3.68816 -2.24906  -0.013
C29 -4.15126 -2.15625 1.12242  -0.010
C30 -1.07793 -2.68754 -5.46371  -0.072
C31 -1.93974 -2.45411 -4.39909  -0.075
C32 5.13150 -3.72052 1.03515  -0.077
C33 3.38323 -0.03911 3.47591  -0.061
C34 -1.18923 1.93249 -2.96377  -0.257
C35 3.17419 -2.39177 1.53921  -0.365
C36 2.81982 -3.33377 2.51091  -0.096
C37 2.02442 -0.03015 2.80871  -0.380
C38 1.47546 -5.14267 -1.06183  -0.064
C39 2.70123 -0.05321 -0.10772  -0.357
C40 0.76343 -1.88965 -4.12973  -0.117
C41 1.50939 1.42350 5.43044  -0.045
C42 -1.44645 -1.92545 -3.21473  -0.119
C43 -2.77285 3.37465 1.40434  -0.317
C44 0.49361 -2.94073 -0.82524  -0.358
C45 -3.66908 -0.46446 -0.49641  -0.297
C46 -0.09215 -1.62225 -3.06546  -0.373
C47 3.62277 -4.43648 2.76238  -0.074
C48 -0.41285 3.88235 2.74204  -0.024
C49 1.97643 3.06875 -1.36007  -0.021
C50 0.82449 -0.44023 3.77352  -0.170
C51 2.80226 1.15690 5.61522  -0.082
C52 -4.07520 3.03379 0.73494  -0.012
C53 -0.45741 4.64755 -0.56378  -0.009
H1 2.35280 0.01432 -2.26687  0.042
H2 -0.89400 -5.15693 1.35087  0.106
H3 0.51996 4.04089 3.27044  0.121
H4 -2.11818 -1.77285 -2.37532  0.089
H5 -3.59599 5.02441 2.48031  0.116
H6 -1.00887 -2.79710 0.69099  0.065
H7 -2.97603 1.68162 -4.14905  0.081
H8 6.03279 -3.87179 0.45230  0.106
H9 -2.67835 -2.36146 2.65815  0.120
H10 -2.82294 4.27099 -3.16688  0.106
H11 -3.08990 4.38945 -1.43573  0.069
H12 2.15555 4.03692 -1.83588  0.103
H13 -3.94059 2.23614 0.01111  0.038
H14 2.00590 -3.47021 -2.27024  0.097
H15 3.25563 1.46888 6.55016  0.102
H16 -0.11057 5.39425 -1.28540  0.107
H17 0.97223 1.93989 6.22175  0.109
H18 -4.78043 -2.95578 1.49467  0.126
H19 2.18581 -5.79567 -1.55590  0.109
H20 4.63524 -1.89888 0.03198  0.092
H21 0.74035 -6.67076 0.25871  0.107
H22 -4.51029 3.89907 0.23572  0.088
H23 -1.03235 -1.64161 3.63076  0.114
H24 0.82586 0.53063 -4.42405  0.060
H25 -1.42824 5.54080 3.61830  0.117
H26 3.78480 0.04883 -0.05328  0.084
H27 -0.30391 1.43574 4.29598  0.141
H28 1.04195 2.25264 -4.64502  0.111
H29 -3.24174 0.81767 -2.16453  0.029
H30 -1.50038 1.97236 -5.06107  0.102
H31 -2.99377 -2.68951 -4.49327  0.108
H32 1.10590 -1.11820 4.57764  0.144
H33 -3.82154 3.07375 -2.35670  0.072
H34 4.73133 0.39711 4.98041  0.105
H35 -4.43222 -0.44257 -2.49055  0.101
H36 -4.88623 0.95710 -1.52758  0.097
H37 3.34407 -5.14868 3.53070  0.107
H38 4.18557 -0.50415 2.91783  0.099
H39 2.12069 3.20166 -0.28700  0.082
H40 1.82740 -1.69595 -4.03628  0.108
H41 2.13542 2.23102 2.88751  0.152
H42 0.26158 4.62404 0.25166  0.079
H43 5.40423 -5.50276 2.19926  0.106
H44 -4.79193 2.69888 1.48776  0.099
H45 -1.78698 0.38593 -4.35669  0.068
H46 -1.45573 -3.09744 -6.39184  0.108
H47 1.89698 -3.19951 3.07135  0.103
H48 -1.40825 4.99115 -0.16259  0.076
H49 2.16961 1.37044 -3.63542  0.074
H50 2.80431 -1.57563 -1.66818  0.066
H51 0.95524 -2.60474 -6.14282  0.110
H52 2.26336 0.93875 -0.01465  0.039
H53 -5.40654 -1.68968 -0.56221  0.128
H54 2.73749 2.37790 -1.72210  0.073

Total charge: +1
HOMO-LUMO gap (alpha / beta) (eV): 5.34 / 5.34

=====

The winner here is i, beating the second structure by 3.298 eV.

=====

i.
ORCA calculation (the ωB97M-V functional and the def2-TZVPD basis) on 5 unconnected molecules or ions with the total composition CH11O5.

Each line ends with the natural charge from an NBO analysis.
CARTESIAN COORDINATES (ANGSTROEM)
O1 1.15888 2.75811 0.85535  -1.047
O2 0.53542 1.37893 -2.58678  -0.998
O3 0.99701 0.43072 -0.05734  -0.987
O4 -1.73525 0.11516 -0.37388  -1.006
O5 -4.11026 -2.91903 1.91137  -0.935
C1 1.93213 -0.59253 -0.08408  -0.211
H1 -3.40831 -2.66439 2.51955  0.472
H2 -0.77289 0.26158 -0.17612  0.513
H3 1.73984 -1.35803 0.68439  0.119
H4 0.69919 0.65108 -1.95321  0.497
H5 1.86810 2.94199 1.47118  0.437
H6 2.95016 -0.19240 0.07160  0.122
H7 -3.76867 -3.70041 1.46697  0.464
H8 0.57806 2.09910 -1.93801  0.478
H9 1.94006 -1.12545 -1.05266  0.116
H10 -1.76815 0.16091 -1.33464  0.454
H11 1.16467 1.75465 0.57631  0.511

Total charge: -1
HOMO-LUMO gap (eV): 7.67

=====

ii.
ORCA calculation (the ωB97M-V functional and the def2-TZVPD basis) on a molecular structure, CH11O5.

Each line ends with the natural charge from an NBO analysis.
CARTESIAN COORDINATES (ANGSTROEM)
O1 0.87718 2.21438 2.96233  -0.980
O2 -1.62025 1.34891 0.10258  -1.021
O3 1.23569 -0.11533 1.41945  -1.188
O4 -2.35839 -1.01167 -1.48156  -1.022
O5 0.01764 -1.38292 -0.29352  -0.873
C1 0.54315 -0.95908 -1.52174  -0.250
H1 0.66749 -0.84821 0.57300  0.525
H2 -1.87415 0.56724 -0.52251  0.506
H3 -0.63457 1.31498 0.39072  0.494
H4 -1.54625 -1.36431 -0.91470  0.524
H5 1.68708 2.59094 3.03152  0.434
H6 1.64341 -0.87912 -1.40755  0.153
H7 1.05572 1.50715 2.26038  0.509
H8 2.15092 -0.12712 1.79293  0.443
H9 0.25684 0.04698 -1.63994  0.159
H10 0.22568 -1.66306 -2.40415  0.131
H11 -2.32720 -1.23974 -2.34723  0.454

Total charge: -1
HOMO-LUMO gap (eV): 9.09

=====

The winner here is i, beating the second structure by 0.736 eV.